1.
# C11H18ClGdW

A molecular structure, C11H18ClGdW at a distorted geometry (ωB97M-V/def2-TZVPD, OMol25).

```
32
Properties=species:S:1:pos:R:3:forces:R:3:mulliken_spin:R:1
Gd -4.409516 0.952735 -1.304475 -0.1484 0.5835 -0.0921 5.103
Cl -3.401330 -0.864596 -0.858318 4.5147 -8.3471 2.1118 -0.005
C -4.547715 1.430063 -3.195314 -0.8882 2.6656 -7.2960 -0.032
C -5.097095 1.963809 0.221077 -3.1742 4.5359 5.5059 -0.043
H -5.077733 2.376090 -3.355961 -0.0473 0.1610 -0.4663 0.007
H -3.552109 1.519223 -3.649428 0.0090 -0.0013 -0.1004 0.001
H -5.074354 0.647985 -3.758009 0.0087 0.0099 -0.0873 -0.005
H -5.604788 2.888452 -0.077181 -0.1957 0.2754 0.3516 0.009
H -4.285268 2.231319 0.910152 -0.0265 0.0208 0.0543 0.001
H -5.807633 1.360259 0.801192 -0.0256 0.0392 0.0980 -0.001
W 0.185519 0.050922 -0.287979 -3.6877 -4.9504 1.3803 2.949
C -0.143544 -1.003164 -2.078586 0.2463 0.4315 -0.8038 -0.057
C 1.292699 1.557308 -0.346182 3.5849 5.1029 -0.9121 0.763
H -0.574055 -0.320246 -2.829520 -0.0469 -0.3485 -0.0491 0.037
H 0.817264 -1.357252 -2.486644 -0.1483 -0.0527 0.0435 0.032
H -0.814689 -1.866428 -1.968745 0.0597 0.2123 0.1227 0.001
H 1.515610 2.193593 0.521800 -0.2101 0.1224 -0.1651 0.052
H 1.792153 1.917091 -1.256899 0.2656 -0.1393 0.3653 0.058
C 0.716507 -1.326243 1.268095 -0.2797 -0.6186 0.0544 0.060
C 2.174341 -1.166579 1.571438 -0.2252 -0.0149 0.1353 0.012
C 3.115567 -1.326789 0.542682 0.6351 0.2129 0.5342 0.011
C 4.480167 -1.171223 0.806490 -0.3816 0.0478 0.3669 -0.003
C 4.912090 -0.858559 2.098491 -0.3109 -0.0437 -0.1209 0.012
C 3.980637 -0.699628 3.127842 -0.3085 -0.0989 -0.5120 0.002
C 2.614339 -0.850807 2.867293 0.7697 0.1034 -0.3660 0.033
H 0.525796 -2.358873 0.906108 -0.0887 0.4208 0.2172 0.019
H 0.084146 -1.140688 2.161616 0.3022 -0.2084 -0.3159 0.016
H 2.791671 -1.566497 -0.462922 -0.0923 -0.0631 -0.0028 -0.031
H 5.202612 -1.292131 0.008901 -0.0137 -0.0049 0.0125 0.000
H 5.968749 -0.738653 2.301005 -0.0137 -0.0036 -0.0018 0.001
H 4.316444 -0.457445 4.127634 0.0016 -0.0081 0.0155 0.001
H 1.903518 -0.723053 3.674348 -0.0841 -0.0418 -0.0775 -0.001
```
Positions in Å, forces in eV/Å.

Output
HOMO (spin up / spin down) (eV): -6.11 / -7.54
E (Eh): -1722.28930
Spin multiplicity: 10
Maximum force (hartree/bohr): 0.189

=====

2.
# C29H81N9O8

8 unconnected molecules or ions with the total composition C29H81N9O8 at a distorted geometry (ωB97M-V/def2-TZVPD, OMol25).

```
127
Properties=species:S:1:pos:R:3:forces:R:3:lowdin_charge:R:1
C 2.219057 3.127202 3.458984 -0.1365 0.0793 -0.3051 -0.078
O 2.562177 2.333942 2.308204 0.5970 0.5492 1.1466 -0.228
C 3.922907 2.539652 1.963384 0.8819 0.1713 -1.9477 -0.181
C 4.190157 2.144322 0.449594 0.3113 0.6852 1.0197 -0.409
C 5.609217 2.311012 -0.027306 1.2592 -0.1286 1.0087 -0.076
N 3.435877 3.031712 -0.440566 -0.6725 -0.9118 0.2516 0.029
H 2.845437 2.867592 4.312424 -0.0821 -0.2039 0.1116 0.088
H 1.157117 3.056502 3.694324 0.0612 -0.6853 -0.1126 0.080
H 2.337947 4.197082 3.287734 0.4215 0.1387 -0.4015 0.087
H 4.153977 3.604812 1.951404 -0.0725 0.3664 0.3857 0.114
H 4.648157 2.070722 2.628374 -0.2265 -0.3840 0.3191 0.126
H 4.042987 1.067092 0.371954 -1.1280 0.0043 -0.5430 0.135
H 6.300947 1.591492 0.410764 -0.0306 -0.2195 0.1570 0.077
H 6.002817 3.278922 0.283074 0.0083 0.3005 -0.3697 0.081
H 5.674747 2.179812 -1.107396 -0.1503 0.2524 0.0838 0.081
H 2.452307 2.868172 -0.279466 -0.4339 0.0604 -0.5214 0.012
H 3.545387 3.989262 -0.138556 0.5846 0.2575 -0.0356 0.090
C -6.389273 0.164852 1.453234 -0.2742 -1.1722 1.1997 -0.099
O -7.001903 -1.130928 1.581704 -0.1765 -0.9355 0.4894 -0.221
C -7.421053 -1.510318 2.953324 1.9439 0.6803 -0.5163 -0.108
C -6.178913 -1.903018 3.893794 -0.6447 1.4460 -0.7354 -0.450
C -5.187243 -2.866628 3.335464 -0.1601 -1.1371 -0.3668 -0.078
N -6.637083 -2.522938 5.130284 -0.5835 1.1531 0.3295 0.020
H -5.911703 0.290592 0.481534 -0.4552 -0.2975 -0.1521 0.083
H -5.586443 0.205872 2.189364 0.0657 0.4946 0.1612 0.060
H -7.144393 0.927342 1.644304 0.1491 0.3019 -0.0652 0.086
H -8.023423 -0.662748 3.280224 0.2573 0.0223 0.7690 0.112
H -8.092753 -2.368728 2.959694 0.1039 -0.1232 -0.7698 0.114
H -5.579433 -1.021528 4.121184 -0.5496 0.5108 0.3898 0.121
H -4.464323 -3.043898 4.131744 0.3398 0.0926 -0.1660 0.069
H -4.659393 -2.680848 2.400074 -0.3435 0.0736 -0.0683 0.078
H -5.804443 -3.764908 3.351004 0.5765 -0.6917 -0.9687 0.082
H -7.042843 -3.422458 4.915044 -0.0774 -0.2061 0.0400 0.067
H -5.794693 -2.693278 5.660834 -0.1632 -0.1936 0.4177 0.066
C 2.190147 -0.584478 5.313764 0.9743 -1.3132 0.7455 -0.089
O 1.742267 -1.934948 5.093404 -0.0619 1.3466 0.9691 -0.176
C 0.470967 -1.953018 4.476024 0.2843 1.0560 0.1243 -0.249
C 0.071267 -3.344448 4.303954 1.1409 -2.0808 -2.6926 -0.473
C -0.927603 -3.543488 3.145674 -0.3848 -0.5568 1.2636 -0.040
N -0.137103 -4.253538 5.423014 -0.2485 1.0564 0.0628 0.065
H 3.178097 -0.675178 5.765234 0.3443 -0.1758 -0.4404 0.084
H 1.684487 -0.084708 6.139984 -0.9039 0.2330 -0.4729 0.086
H 2.282877 -0.032768 4.378294 -0.3575 0.2389 0.0457 0.079
H -0.306613 -1.381968 4.983334 0.1119 0.5607 0.3704 0.136
H 0.659147 -1.562028 3.476114 -0.5945 0.3855 -0.2409 0.113
H 1.016297 -3.685218 3.881014 0.1552 -0.6653 -0.2869 0.137
H -0.668803 -3.056508 2.205474 0.0540 0.1131 0.2197 0.070
H -1.917983 -3.240598 3.485554 -0.2340 0.2668 -0.2652 0.058
H -0.995143 -4.623678 3.016354 -0.0100 0.0220 -0.2908 0.076
H 0.770907 -4.309978 5.861684 0.0952 -0.2452 0.3539 0.069
H -0.710593 -3.750638 6.085054 -0.3875 -0.1890 0.4849 0.067
C -0.499403 2.159452 -4.328896 1.0718 0.4636 0.5890 -0.099
O -0.071063 0.870892 -4.669326 -0.3686 -1.2411 0.0995 -0.228
C -1.012373 0.029082 -5.297246 -0.2593 0.0364 -0.5748 -0.173
C -1.783243 -0.937518 -4.365156 0.8872 1.4385 -0.9367 -0.448
C -2.595833 -0.256878 -3.345866 -1.9566 2.2457 0.4818 -0.088
N -0.854993 -1.759298 -3.661106 0.3511 -1.3525 -1.2236 0.057
H -1.398713 2.274622 -3.723846 -0.1166 -0.5753 0.1384 0.074
H -0.623293 2.818272 -5.188366 0.2228 -0.0401 -0.2642 0.095
H 0.381807 2.406012 -3.736626 -0.3265 1.2663 0.1547 0.086
H -1.655303 0.677952 -5.891986 -0.6365 -0.0820 0.1289 0.125
H -0.475263 -0.542968 -6.053796 0.2007 -0.3262 0.2137 0.128
H -2.448923 -1.448428 -5.060816 0.0235 -0.6164 0.0792 0.139
H -3.287093 0.438812 -3.821556 -0.7952 -0.2811 -0.2320 0.083
H -2.121913 0.477412 -2.694466 0.9696 -0.5224 0.1976 0.060
H -3.147983 -0.940678 -2.701146 -0.0915 -0.0994 -0.1263 0.083
H -1.398253 -2.179248 -2.920426 0.9885 -0.0269 0.5877 0.076
H -0.066613 -1.176798 -3.417696 -0.0972 -0.2881 0.7950 0.049
C -1.944983 4.129642 2.898164 1.2830 -0.6133 -0.3148 -0.075
O -0.892133 4.079952 1.923384 -0.3095 1.1801 -0.5260 -0.259
C -0.751443 5.290762 1.121694 -0.1646 -0.1958 2.2458 -0.179
C -1.916063 5.469252 0.193094 0.3179 -2.3581 -1.6045 -0.450
C -1.783673 4.257312 -0.765156 -0.3315 -0.9069 0.9969 -0.060
N -1.846463 6.664472 -0.569776 0.7888 1.2847 -1.0153 0.043
H -1.804213 3.153052 3.361364 -0.5441 0.1006 0.4046 0.083
H -2.946303 4.218002 2.476674 0.0449 0.0782 -0.0631 0.084
H -1.726163 4.917442 3.618984 -0.2562 0.1136 0.0832 0.092
H -0.622303 6.151282 1.778154 -0.2604 0.1954 0.3963 0.125
H 0.229967 5.193542 0.657484 -0.2757 -0.1795 -0.6682 0.128
H -2.923433 5.436182 0.608084 0.2694 -0.1400 0.7538 0.134
H -2.500053 4.285082 -1.586206 0.1093 -0.0289 -0.0749 0.083
H -1.935423 3.354822 -0.173056 -0.6753 -0.2281 -0.0384 0.055
H -0.758713 4.051882 -1.073946 0.1300 0.7291 -0.5685 0.077
H -2.109683 6.371432 -1.499796 -0.8472 0.4262 -0.3349 0.065
H -0.870413 6.806332 -0.787306 0.6252 0.5885 0.3394 0.075
C 2.474967 -3.130328 -2.665196 1.7451 1.2780 -0.0491 -0.086
O 3.730197 -3.703968 -3.159476 -1.9327 0.1634 0.4188 -0.193
C 3.500167 -4.969668 -3.748986 2.0638 0.2274 -1.0946 -0.213
C 4.761447 -5.355698 -4.605626 -0.9408 -1.9879 -0.5219 -0.417
C 4.506577 -6.763218 -5.246356 -0.6357 0.1506 0.0613 -0.082
N 5.979337 -5.547758 -3.843316 -0.2556 0.8224 -0.4357 0.034
H 1.816807 -2.825278 -3.478756 -0.0509 -0.3446 -0.1259 0.070
H 2.833087 -2.226118 -2.172996 -0.1138 0.3081 -0.1324 0.071
H 1.914417 -3.609968 -1.862806 0.2269 -1.0443 -0.2737 0.085
H 3.383587 -5.663888 -2.916786 -0.5151 -0.5710 -0.3447 0.126
H 2.732427 -4.932138 -4.521816 -0.8032 -0.0972 0.5327 0.123
H 4.834507 -4.668348 -5.448426 0.4034 0.4793 0.3431 0.132
H 4.177447 -7.430738 -4.449996 -0.1829 -0.1826 0.0649 0.068
H 5.348597 -7.270858 -5.716896 0.5103 0.5911 0.2490 0.073
H 3.751917 -6.787108 -6.032496 -0.3376 0.3038 0.1838 0.069
H 6.032627 -4.769408 -3.201886 0.3444 -0.1345 0.5054 0.066
H 5.808157 -6.418978 -3.361886 0.4537 0.0626 0.6223 0.063
C -2.805133 -0.145318 0.730834 0.6424 -0.6268 -0.4524 -0.076
O -1.437643 -0.604828 0.892314 -2.7693 0.2663 0.5738 -0.185
C -0.591063 0.439462 1.244764 2.0817 -0.4603 -2.7742 -0.179
C -0.037213 1.061552 -0.107916 2.0524 0.2328 -0.6089 -0.352
C 0.810587 0.138222 -1.053726 -1.3697 -1.0238 1.7302 -0.029
N 0.826897 2.203252 0.205504 -1.7462 -0.2389 -0.3970 0.039
H -3.359543 -0.973738 0.289884 -0.0301 0.0087 0.1529 0.089
H -2.876633 0.698552 0.044634 0.2151 0.1242 -0.1990 0.075
H -3.286953 0.173272 1.655204 0.2642 -0.2012 0.3475 0.073
H -0.943193 1.256262 1.874804 -0.5306 -0.1864 0.1680 0.115
H 0.239127 -0.093778 1.707954 0.3304 0.5003 0.3784 0.115
H -0.828443 1.480652 -0.729536 -0.4541 -0.2549 0.1490 0.102
H 1.656287 -0.298328 -0.522396 0.2319 0.1934 0.2542 0.077
H 1.197657 0.570802 -1.976306 -0.8410 0.2406 0.3231 0.040
H 0.142497 -0.708608 -1.210686 0.1999 -0.2286 -0.7030 0.061
H 1.546927 1.917682 0.853664 -0.4027 -0.0005 0.4812 0.042
H 0.130337 2.754422 0.686244 0.7943 1.0153 0.7407 0.034
N 2.953297 1.324962 -5.140816 -0.3487 -1.1929 -2.3333 0.146
C 3.652947 1.967472 -4.193036 1.1158 0.9641 -5.5676 -0.790
N 3.127077 1.735642 -3.081996 -2.0374 -1.0740 7.7857 0.193
O 4.557987 2.696472 -4.556106 1.3190 0.7332 1.0193 0.024
H 3.362097 1.456342 -6.054996 -0.7142 -0.2385 -0.0227 0.109
H 2.022537 0.982182 -4.950306 0.1252 -0.0101 -0.6351 0.066
H 3.433517 2.098842 -2.190766 0.3620 0.7819 -0.0365 0.067
H 2.495227 0.962362 -2.930656 0.3814 0.2034 -0.6823 0.076
```
Positions in Å, forces in eV/Å.

Output
HOMO (eV): -8.80
E (Eh): -2247.96904
Maximum force (hartree/bohr): 0.158

=====

3.
# C4H5NO

C4H5NO in the gas phase at a distorted geometry (ωB97M-V/def2-TZVPD, OMol25).

```
11
Properties=species:S:1:pos:R:3:forces:R:3:nbo_charge:R:1
O -2.118768 1.400527 0.842688 -0.1099 -0.1584 -0.0154 -0.534
C -1.219638 0.634225 0.620265 -0.2890 -0.0635 0.0785 0.492
C -1.020028 -0.512406 -0.449433 -0.0811 0.1094 -0.2218 -0.294
N 0.403924 -0.458525 0.037696 -0.2061 0.0144 0.3530 -0.300
C 1.560368 -0.245998 -0.593458 0.8331 -0.0001 -0.5982 -0.223
C 0.130933 0.401254 1.047155 -0.3831 0.3443 0.4578 -0.155
H -1.572750 -1.429346 -0.244749 0.3417 -0.0237 0.0613 0.222
H -1.081844 -0.222551 -1.501366 -0.1606 -0.0128 0.1185 0.211
H 1.869023 0.791558 -0.626737 0.5454 -0.1909 0.4227 0.177
H 2.208883 -1.025779 -0.950680 -0.3378 -0.2676 -0.5301 0.186
H 0.839893 0.667036 1.818623 -0.1525 0.2489 -0.1264 0.218
```
Positions in Å, forces in eV/Å.

Output
HOMO (spin up / spin down) (eV): -8.32 / -8.05
E (Eh): -285.26640
Maximum force (hartree/bohr): 0.020

=====

Among the records above, which one has the highest maximum force? C11H18ClGdW

=====

maximum force of number 3 (C4H5NO)? 0.020 hartree/bohr

=====

Which of these has the highest E? C4H5NO

=====

Which of these has the lowest E? C29H81N9O8